[1]
The following is a DFT calculation (ωB97M-V with the def2-TZVPD basis set) of a single C22H30N4O6S molecule.

Geometry as XYZ:
```
63
Properties=species:S:1:pos:R:3:forces:R:3
C 0.6900 4.0077 -0.5857 -0.1 -0.1 0.2
C 0.3735 2.9487 0.4637 0.3 0.0 -0.2
C 1.4755 1.8798 0.5276 -0.4 -0.3 -0.1
C 1.0811 0.6654 1.3818 0.0 0.1 0.0
C 1.0394 1.0059 2.8676 0.2 -0.2 0.0
C 2.3890 1.5747 3.2924 -0.2 0.2 -0.1
C 2.7371 2.7843 2.4298 0.3 0.0 0.4
N 2.7289 2.4262 1.0213 -0.2 0.1 0.2
C 3.8747 2.5736 0.3298 0.1 0.0 -0.4
O 4.8783 3.0596 0.8198 0.4 0.1 0.0
C 3.9164 2.1340 -1.1328 0.1 -0.2 0.0
S 3.8746 0.3095 -1.3119 0.4 0.0 0.3
C 2.5130 0.1660 -2.3550 -0.4 0.7 -0.3
N 1.7966 1.1252 -2.8687 1.2 0.2 0.8
N 0.8030 0.5312 -3.5567 -1.0 -1.0 -0.8
C 0.9557 -0.7457 -3.4414 -0.1 0.6 -0.3
C -0.0235 -1.7913 -3.8484 0.2 -0.1 0.2
N -1.1212 -1.7223 -2.9049 -0.2 0.1 -0.2
C -1.1473 -2.5173 -1.7961 -0.2 0.1 -0.2
O -0.5309 -3.5600 -1.7269 0.1 -0.2 0.1
C -1.9996 -2.0047 -0.6889 -0.1 0.2 0.5
C -2.6681 -2.9166 0.1187 -0.1 -0.1 0.0
C -3.4164 -2.4822 1.2004 0.1 0.0 -0.1
O -4.1548 -3.3217 1.9826 0.1 0.5 -0.1
C -4.1287 -4.7015 1.7012 0.0 -0.3 0.0
C -3.4540 -1.1108 1.5366 0.0 0.2 0.2
O -4.1885 -0.6208 2.5863 0.0 -0.2 -0.7
C -4.2124 -1.3338 3.8080 -0.1 -0.1 0.4
C -2.7510 -0.1997 0.7335 0.0 -0.2 0.0
O -2.6670 1.1485 0.9044 -0.1 -0.3 -0.2
C -3.0724 1.7765 2.1022 -0.1 0.3 0.3
C -2.0513 -0.6568 -0.3837 -0.1 -0.2 0.0
O 2.0389 -1.0520 -2.6817 0.1 -0.1 0.1
H 0.7595 3.5552 -1.5728 0.0 0.0 -0.1
H -0.0926 4.7621 -0.6104 0.0 0.1 -0.1
H 1.6340 4.5009 -0.3612 0.1 0.1 0.0
H -0.5636 2.4507 0.2101 0.0 0.0 0.1
H 0.2416 3.4256 1.4345 -0.1 0.0 0.1
H 1.6217 1.5360 -0.4951 0.0 0.1 0.1
H 0.1119 0.2928 1.0480 0.0 0.0 -0.1
H 1.8186 -0.1254 1.2210 0.0 0.0 0.0
H 0.8105 0.1072 3.4436 -0.1 0.0 0.0
H 0.2520 1.7368 3.0603 -0.1 0.0 0.1
H 2.3704 1.8735 4.3414 0.1 0.0 0.0
H 3.1612 0.8129 3.1682 0.1 0.0 0.0
H 3.7377 3.1519 2.6627 -0.2 0.0 0.0
H 2.0207 3.5916 2.6072 0.0 0.0 0.0
H 4.8765 2.4617 -1.5310 -0.2 0.0 0.1
H 3.1029 2.5337 -1.7332 0.0 0.1 0.0
H 0.4263 -2.7827 -3.7651 -0.1 0.1 -0.1
H -0.3835 -1.6057 -4.8617 0.1 0.0 0.1
H -1.6240 -0.8479 -2.8806 0.0 -0.1 0.1
H -2.5979 -3.9603 -0.1361 0.0 -0.1 0.0
H -4.5229 -4.9146 0.7033 0.0 0.0 0.0
H -3.1187 -5.1119 1.7909 0.0 0.0 0.0
H -4.7734 -5.1611 2.4491 0.1 0.0 -0.1
H -4.9639 -2.1247 3.7973 0.1 0.1 0.0
H -4.4707 -0.5958 4.5684 0.1 -0.1 0.0
H -3.2360 -1.7667 4.0378 0.0 0.0 0.0
H -2.5499 1.3623 2.9680 0.0 0.0 0.0
H -2.7926 2.8226 1.9762 0.0 -0.1 0.0
H -4.1494 1.7001 2.2560 0.1 0.0 0.0
H -1.5180 0.0841 -0.9603 0.1 0.1 -0.1
```
Forces are in eV/Å.

Properties
* ΔE to the lowest compared entry with this formula, charge and spin: 70.6 kcal/mol
* SMILES: CC[C@@H]1CCCCN1C(=O)CSc1nnc(CNC(=O)c2cc(OC)c(OC)c(OC)c2)o1

Charge distribution, Löwdin scheme, values in e: atom 1 (C): -0.080, atom 2 (C): -0.186, atom 3 (C): -0.297, atom 4 (C): -0.127, atom 5 (C): -0.191, atom 6 (C): -0.161, atom 7 (C): -0.129, atom 8 (N): -0.015, atom 9 (C): -0.516, atom 10 (O): 0.047, atom 11 (C): -0.311, atom 12 (S): 1.045, atom 13 (C): -0.685, atom 14 (N): 0.031, atom 15 (N): 0.099, atom 16 (C): -0.318, atom 17 (C): -0.078, atom 18 (N): 0.081, atom 19 (C): -0.446, atom 20 (O): 0.086, atom 21 (C): -0.130, atom 22 (C): 0.043, atom 23 (C): -0.179, atom 24 (O): -0.099, atom 25 (C): -0.068, atom 26 (C): -0.118, atom 27 (O): -0.099, atom 28 (C): -0.061, atom 29 (C): -0.188, atom 30 (O): -0.081, atom 31 (C): -0.063, atom 32 (C): 0.032, atom 33 (O): 0.098, atom 34 (H): 0.066, atom 35 (H): 0.072, atom 36 (H): 0.075, atom 37 (H): 0.102, atom 38 (H): 0.101, atom 39 (H): 0.091, atom 40 (H): 0.097, atom 41 (H): 0.116, atom 42 (H): 0.112, atom 43 (H): 0.103, atom 44 (H): 0.113, atom 45 (H): 0.121, atom 46 (H): 0.121, atom 47 (H): 0.125, atom 48 (H): 0.088, atom 49 (H): 0.063, atom 50 (H): 0.132, atom 51 (H): 0.132, atom 52 (H): 0.131, atom 53 (H): 0.115, atom 54 (H): 0.100, atom 55 (H): 0.102, atom 56 (H): 0.096, atom 57 (H): 0.088, atom 58 (H): 0.095, atom 59 (H): 0.104, atom 60 (H): 0.096, atom 61 (H): 0.094, atom 62 (H): 0.095, atom 63 (H): 0.121


[2]
The following is a DFT calculation (ωB97M-V with the def2-TZVPD basis set) of 7 unconnected molecules or ions with the total composition C22H30N4O8.

Geometry as XYZ:
```
64
Properties=species:S:1:pos:R:3:forces:R:3
C -21.2671 22.2216 0.9542 0.4 0.5 -1.3
N -21.3957 20.8758 0.3467 0.1 -3.1 0.3
O -22.4506 20.2307 0.4566 1.3 1.6 -0.1
O -20.3822 20.3962 -0.1900 -1.4 1.2 0.6
H -21.4365 22.8490 0.0791 -0.3 0.4 0.2
H -20.2057 22.3565 1.1624 -0.3 -0.1 0.5
H -21.9850 22.4543 1.7407 0.2 -0.5 -0.1
C -17.5581 15.4035 -1.4168 -0.6 1.6 0.5
N -17.4647 15.2669 -2.8884 0.5 -1.7 -0.7
O -16.3858 15.1646 -3.4305 1.0 0.5 0.7
O -18.4802 15.1126 -3.5202 -1.3 0.4 0.2
H -17.0959 16.3544 -1.1516 0.4 -0.1 -0.1
H -17.0816 14.6134 -0.8365 -0.1 -0.1 -0.6
H -18.6150 15.5686 -1.2077 0.1 -0.6 0.1
C -12.3306 15.1773 0.8382 0.5 0.6 -1.7
N -13.6374 15.9155 0.9608 -0.9 -0.7 2.0
O -14.7255 15.3816 0.7664 1.5 -0.1 -0.6
O -13.5328 17.0074 1.4796 0.1 0.6 -0.4
H -11.5981 15.9657 0.6649 -0.1 0.0 0.2
H -12.3497 14.6120 -0.0936 -0.2 -0.4 0.4
H -12.0094 14.6166 1.7160 -0.8 0.0 0.0
C -13.9882 19.8818 -0.7120 1.1 -0.5 -0.4
N -15.2979 19.2630 -0.7578 -1.8 1.2 0.7
O -16.2186 19.9317 -0.3032 0.3 -0.2 -0.4
O -15.4002 18.1229 -1.1111 0.2 -1.0 -0.5
H -13.7075 19.6208 0.3084 0.6 0.5 0.0
H -14.0127 20.9431 -0.9591 -0.3 -0.2 0.4
H -13.3682 19.3426 -1.4282 0.1 0.1 0.2
C -23.1460 19.2427 4.3882 0.2 -0.1 1.2
C -23.9356 19.0929 3.2764 -0.3 0.6 -0.6
C -25.0901 19.8364 3.2162 -0.9 0.4 0.4
C -25.5242 20.6268 4.2985 -0.4 -0.5 -2.1
C -24.7524 20.7654 5.4093 0.4 -0.6 0.7
C -23.5747 20.0211 5.4776 0.2 -0.1 -0.4
H -22.2127 18.7004 4.4261 0.1 -0.1 0.3
H -23.6867 18.4566 2.4401 0.3 0.0 0.0
H -25.7097 19.8123 2.3320 -0.1 -0.2 -0.1
H -26.5018 21.0640 4.1585 0.0 0.4 0.4
H -25.1065 21.3509 6.2449 0.1 0.0 0.1
H -23.0381 19.9943 6.4145 0.4 0.2 -0.1
C -24.3166 15.0365 0.2576 -0.3 0.8 1.1
C -23.1339 14.6108 0.8536 -0.9 -0.5 -0.9
C -22.9629 14.6983 2.2157 1.3 -0.2 0.5
C -23.8403 15.3579 3.0302 -1.3 0.2 -0.6
C -25.0217 15.8153 2.4285 -0.2 0.4 0.6
C -25.3009 15.6406 1.0893 1.1 -0.9 -1.0
H -24.4447 14.9838 -0.8134 -0.2 -0.2 0.0
H -22.4164 14.0594 0.2641 0.2 0.2 -0.1
H -22.0676 14.2499 2.6204 0.2 0.0 0.2
H -23.7129 15.4726 4.0965 0.2 0.0 0.0
H -25.7341 16.3634 3.0272 -0.2 -0.1 0.2
H -26.2682 15.8742 0.6697 0.0 0.4 0.0
C -19.5843 16.6636 3.1262 0.8 1.0 -2.3
C -19.4183 17.7806 2.2342 -1.4 0.5 2.2
C -18.2582 18.1581 1.5999 0.0 -1.3 -0.1
C -17.2557 17.2148 1.7015 1.2 -0.8 0.3
C -17.3606 16.0569 2.4753 -0.4 0.6 -0.7
C -18.5350 15.7619 3.1732 0.3 -0.2 0.0
H -20.5673 16.5006 3.5428 0.1 -0.1 0.2
H -20.2453 18.4752 2.2422 -0.3 0.1 -0.3
H -18.1357 19.0162 0.9557 -0.3 0.1 0.1
H -16.3157 17.2718 1.1728 0.0 0.5 -0.2
H -16.5038 15.4067 2.3777 -0.2 -0.4 0.5
H -18.6224 14.8068 3.6696 0.0 0.0 0.3
```
Forces are in eV/Å.

Properties
* ΔE to the lowest compared entry with this formula, charge and spin: 0.0 kcal/mol
* SMILES: C[N+](=O)[O-].C[N+](=O)[O-].C[N+](=O)[O-].C[N+](=O)[O-].c1ccccc1.c1ccccc1.c1ccccc1

Charge distribution, Löwdin scheme, values in e: atom 1 (C): 0.043, atom 2 (N): -0.414, atom 3 (O): 0.043, atom 4 (O): 0.036, atom 5 (H): 0.101, atom 6 (H): 0.100, atom 7 (H): 0.103, atom 8 (C): 0.042, atom 9 (N): -0.452, atom 10 (O): 0.051, atom 11 (O): 0.060, atom 12 (H): 0.067, atom 13 (H): 0.103, atom 14 (H): 0.100, atom 15 (C): 0.053, atom 16 (N): -0.402, atom 17 (O): 0.051, atom 18 (O): 0.053, atom 19 (H): 0.091, atom 20 (H): 0.098, atom 21 (H): 0.105, atom 22 (C): 0.040, atom 23 (N): -0.451, atom 24 (O): 0.061, atom 25 (O): 0.069, atom 26 (H): 0.105, atom 27 (H): 0.106, atom 28 (H): 0.102, atom 29 (C): -0.090, atom 30 (C): -0.117, atom 31 (C): -0.089, atom 32 (C): -0.103, atom 33 (C): -0.109, atom 34 (C): -0.083, atom 35 (H): 0.091, atom 36 (H): 0.097, atom 37 (H): 0.101, atom 38 (H): 0.098, atom 39 (H): 0.100, atom 40 (H): 0.096, atom 41 (C): -0.071, atom 42 (C): -0.099, atom 43 (C): -0.123, atom 44 (C): -0.094, atom 45 (C): -0.118, atom 46 (C): -0.085, atom 47 (H): 0.096, atom 48 (H): 0.101, atom 49 (H): 0.098, atom 50 (H): 0.104, atom 51 (H): 0.097, atom 52 (H): 0.096, atom 53 (C): -0.074, atom 54 (C): -0.082, atom 55 (C): -0.078, atom 56 (C): -0.111, atom 57 (C): -0.089, atom 58 (C): -0.099, atom 59 (H): 0.082, atom 60 (H): 0.080, atom 61 (H): 0.082, atom 62 (H): 0.058, atom 63 (H): 0.079, atom 64 (H): 0.094


[3]
The following is a DFT calculation (ωB97M-V with the def2-TZVPD basis set) of 5 unconnected molecules or ions with the total composition C22H30NO20S4.

Geometry as XYZ:
```
77
Properties=species:S:1:pos:R:3:forces:R:3
C -2.9429 -2.5247 1.9829 -1.4 5.9 -4.3
C -3.4235 -1.6010 1.1589 3.0 -4.0 3.5
C -3.7376 -0.4171 0.0827 0.0 -0.6 1.1
C -2.3777 0.4601 -0.0869 2.7 0.7 -0.6
C -1.1548 -0.3029 -0.7869 0.8 3.9 0.8
C -1.2267 -1.8191 -1.3095 2.8 -3.4 1.2
O -0.3172 -2.6258 -0.9024 -4.6 4.2 -2.0
O -2.2619 -2.3058 -2.1697 2.3 2.7 1.2
C 0.2077 0.4764 -0.9384 -3.9 1.7 1.9
C 0.2661 1.9792 -0.3774 -1.4 -2.4 -1.0
C 1.6852 2.7273 -0.5089 -0.5 -0.3 1.9
C 2.7797 1.7469 0.2270 -0.7 0.1 0.7
O 3.4670 0.9276 -0.7762 -0.1 -2.2 2.3
C 3.7569 -0.3886 -0.2380 -0.1 -3.0 -4.3
O 3.7218 -1.3773 -1.0600 0.2 5.1 4.6
N -0.9034 2.6278 0.2430 0.5 -3.8 -1.6
C -2.2027 1.9409 0.4117 -0.5 -2.7 -1.1
C -3.3746 2.7470 1.1471 0.6 2.2 -1.7
C -3.7764 4.0269 0.5600 0.9 -2.3 1.1
H -2.2420 -3.0631 2.7376 -2.0 0.9 -1.7
H -4.0880 -0.8611 -0.9387 0.9 0.7 1.9
H -4.6362 0.2170 0.4561 1.8 -1.0 -0.5
H -2.4484 -1.5726 -2.8180 -0.1 -0.9 0.8
H 1.1427 0.0136 -1.4295 -1.7 0.9 0.9
H 1.9802 2.9919 -1.5897 -0.6 -0.5 1.7
H 1.6374 3.6745 0.1741 0.1 -1.5 -1.5
H 2.2048 1.0011 0.9133 0.9 1.6 -0.9
H 3.5071 2.3501 0.8899 -1.1 -0.9 -1.4
H 4.0540 -0.5371 0.8823 -0.7 0.8 -1.9
H -0.7591 3.6014 0.5913 -0.5 -1.1 -0.3
H -3.8478 2.3597 2.1181 1.8 0.9 -1.0
H -4.0960 3.9956 -0.5427 1.7 0.7 1.4
H -3.7715 5.0190 1.1732 -1.4 -2.2 -1.0
C 4.9605 -3.8526 -3.3512 0.2 0.5 0.2
C 3.7374 -2.9665 -3.5403 -0.2 -0.2 0.4
O 3.5961 -2.8252 -4.9537 0.6 -0.6 -0.5
S 4.1149 -4.1859 -5.6762 0.0 -0.1 -0.2
O 2.9729 -5.0082 -5.9586 1.1 0.6 0.1
O 5.0834 -3.8294 -6.6711 -1.0 -0.3 0.7
O 4.8926 -4.8206 -4.3984 -0.7 0.3 -0.5
H 5.8850 -3.2809 -3.4752 -0.1 0.0 0.1
H 4.9667 -4.3447 -2.3772 0.0 -0.1 -0.3
H 3.8523 -1.9930 -3.0661 0.0 -0.2 -0.4
H 2.8347 -3.4531 -3.1575 0.1 0.0 0.1
C -0.2196 -5.5278 0.5386 0.5 0.2 -0.3
C -0.2612 -6.6595 -0.4787 -0.5 0.4 -0.3
O -0.1511 -7.8555 0.2921 0.0 0.3 0.9
S -0.8599 -7.6225 1.7362 -0.1 -0.3 0.0
O -2.1907 -8.1555 1.6755 1.2 0.5 0.3
O 0.0757 -7.9776 2.7628 -0.9 0.1 -0.8
O -0.9597 -6.0017 1.6638 -0.2 -0.8 -0.1
H 0.8056 -5.3283 0.8648 0.0 0.0 -0.1
H -0.6619 -4.6085 0.1512 -0.1 -0.2 0.2
H 0.5482 -6.5944 -1.2070 0.0 -0.2 0.2
H -1.2211 -6.6830 -1.0036 0.1 0.1 0.0
C -7.5243 7.9426 -1.1377 -0.1 -0.3 -0.6
C -7.7158 6.5320 -0.5986 -0.8 0.3 0.1
O -6.4562 6.1798 -0.0255 0.7 0.6 -0.1
S -5.7518 7.5198 0.5679 -0.5 0.4 0.1
O -6.0217 7.5821 1.9756 0.6 0.0 -1.2
O -4.4277 7.6143 0.0225 -0.8 -0.4 0.7
O -6.6997 8.6059 -0.1787 0.4 -0.8 0.7
H -6.9928 7.9311 -2.0939 -0.1 0.0 0.0
H -8.4716 8.4711 -1.2561 0.2 0.1 0.2
H -7.9963 5.8229 -1.3785 0.3 0.0 0.1
H -8.4664 6.5123 0.1973 0.0 0.0 -0.1
C 5.8288 -0.0491 3.3409 0.8 0.2 -0.2
C 6.2048 0.6247 4.6527 0.2 -0.7 0.3
O 5.3209 1.7410 4.7634 -0.9 0.0 -1.0
S 3.9027 1.3662 4.0674 0.3 -0.1 0.9
O 2.9953 0.9447 5.0943 0.5 0.5 -1.3
O 3.5805 2.3910 3.1126 0.0 -0.7 0.9
O 4.4049 0.0462 3.2610 -0.4 0.5 0.5
H 6.2546 0.4854 2.4864 0.0 0.0 0.1
H 6.1435 -1.0936 3.3084 -0.3 0.1 0.0
H 7.2446 0.9535 4.6682 -0.2 0.2 0.0
H 6.0205 -0.0376 5.5039 0.1 0.0 -0.1
```
Forces are in eV/Å.

Properties
* charge: +1

Charge distribution, Löwdin scheme, values in e: atom 1 (C): 0.099, atom 2 (C): -0.082, atom 3 (C): -0.138, atom 4 (C): -0.020, atom 5 (C): 0.040, atom 6 (C): -0.330, atom 7 (O): 0.061, atom 8 (O): 0.065, atom 9 (C): 0.122, atom 10 (C): -0.067, atom 11 (C): -0.061, atom 12 (C): -0.179, atom 13 (O): -0.097, atom 14 (C): -0.157, atom 15 (O): 0.006, atom 16 (N): 0.136, atom 17 (C): -0.070, atom 18 (C): -0.093, atom 19 (C): 0.048, atom 20 (H): 0.081, atom 21 (H): 0.124, atom 22 (H): 0.120, atom 23 (H): 0.140, atom 24 (H): 0.132, atom 25 (H): 0.148, atom 26 (H): 0.136, atom 27 (H): 0.134, atom 28 (H): 0.123, atom 29 (H): 0.166, atom 30 (H): 0.168, atom 31 (H): 0.124, atom 32 (H): 0.095, atom 33 (H): 0.096, atom 34 (C): -0.171, atom 35 (C): -0.193, atom 36 (O): -0.196, atom 37 (S): 0.657, atom 38 (O): -0.231, atom 39 (O): -0.223, atom 40 (O): -0.190, atom 41 (H): 0.135, atom 42 (H): 0.136, atom 43 (H): 0.096, atom 44 (H): 0.132, atom 45 (C): -0.181, atom 46 (C): -0.168, atom 47 (O): -0.188, atom 48 (S): 0.656, atom 49 (O): -0.225, atom 50 (O): -0.226, atom 51 (O): -0.208, atom 52 (H): 0.135, atom 53 (H): 0.098, atom 54 (H): 0.137, atom 55 (H): 0.136, atom 56 (C): -0.165, atom 57 (C): -0.170, atom 58 (O): -0.219, atom 59 (S): 0.639, atom 60 (O): -0.222, atom 61 (O): -0.242, atom 62 (O): -0.182, atom 63 (H): 0.135, atom 64 (H): 0.141, atom 65 (H): 0.137, atom 66 (H): 0.136, atom 67 (C): -0.171, atom 68 (C): -0.159, atom 69 (O): -0.177, atom 70 (S): 0.662, atom 71 (O): -0.209, atom 72 (O): -0.254, atom 73 (O): -0.225, atom 74 (H): 0.133, atom 75 (H): 0.142, atom 76 (H): 0.144, atom 77 (H): 0.140


The following HOMO energy values (in eV) correspond, in order, to the records above: -8.63, -8.78, -12.49.